The following is a DFT calculation (ωB97M-V with the def2-TZVPD basis set) of a structure of composition C11H44F2N23O15S2Sn in a non-equilibrium geometry.

Atoms and positions in Å:
Sn 11.520 13.899 19.872
N 11.322 15.973 21.826
S 10.577 17.279 22.184
O 10.932 18.484 21.505
O 10.051 17.379 23.521
F 9.162 16.972 21.490
S 12.387 16.035 23.164
O 11.958 15.529 24.424
O 13.339 17.084 23.273
F 13.205 14.796 22.469
C 11.531 13.934 27.583
O 11.806 13.229 28.540
N 11.457 15.301 27.634
N 11.531 13.470 26.273
H 11.421 15.704 28.556
H 11.593 15.972 26.897
H 11.464 14.117 25.509
H 11.391 12.489 26.148
C 14.164 16.875 19.643
O 13.563 15.950 19.024
N 15.084 16.712 20.608
N 13.658 18.129 19.609
H 15.163 15.745 20.890
H 15.442 17.462 21.177
H 13.831 18.942 20.183
H 13.001 18.316 18.871
C 8.417 19.276 26.099
O 8.954 20.238 25.510
N 9.147 18.128 26.420
N 7.321 19.407 26.921
H 10.046 17.885 25.974
H 8.987 17.652 27.289
H 7.018 18.529 27.300
H 6.753 20.233 26.897
C 10.943 11.567 23.176
O 11.579 12.428 22.511
N 11.541 10.867 24.182
N 9.642 11.316 22.933
H 12.531 10.997 24.271
H 10.989 10.057 24.403
H 9.079 10.670 23.457
H 9.291 11.748 22.101
C 15.961 13.631 23.668
O 16.198 14.322 22.665
N 14.736 13.029 23.780
N 16.879 13.256 24.597
H 13.886 13.425 23.402
H 14.612 12.254 24.407
H 17.776 13.707 24.576
H 16.540 12.810 25.429
C 15.660 16.262 26.657
O 15.994 17.347 26.174
N 14.337 15.842 26.659
N 16.447 15.495 27.469
H 13.589 16.384 26.259
H 14.263 14.845 26.768
H 16.049 14.896 28.166
H 17.443 15.609 27.408
C 17.503 18.624 21.996
O 17.232 19.798 22.307
N 18.401 18.391 21.004
N 16.911 17.602 22.673
H 18.576 17.476 20.631
H 18.995 19.165 20.772
H 17.118 16.613 22.650
H 16.397 17.937 23.474
C 12.423 19.254 25.767
O 11.772 18.172 25.669
N 11.712 20.402 25.847
N 13.774 19.351 25.591
H 10.705 20.234 25.920
H 12.096 21.325 25.899
H 14.212 20.236 25.423
H 14.308 18.500 25.653
C 7.511 14.993 23.832
O 6.394 14.510 23.818
N 7.977 15.946 24.678
N 8.557 14.647 22.985
H 7.356 16.369 25.334
H 8.935 16.184 24.458
H 8.443 13.991 22.242
H 9.473 14.910 23.289
C 13.667 21.137 21.546
O 13.010 21.803 20.727
N 14.996 21.300 21.762
N 13.030 20.107 22.192
H 15.408 22.100 21.314
H 15.580 20.833 22.443
H 12.071 19.962 21.907
H 13.499 19.422 22.762
C 10.784 17.534 18.196
O 10.358 16.434 18.620
N 11.711 17.669 17.207
N 10.268 18.702 18.652
H 11.918 18.617 16.947
H 12.229 16.893 16.846
H 9.653 18.691 19.448
H 10.858 19.517 18.577

Cartesian forces, eV/Å:
Sn 0.71 3.08 1.04
N 2.52 -1.00 1.89
S -7.49 4.22 -1.15
O 0.88 -0.92 0.24
O 2.35 -0.21 -0.10
F 0.77 -0.41 -0.91
S 2.36 -2.39 0.13
O -0.81 -0.48 -1.06
O -0.56 0.27 -1.24
F -0.25 0.59 0.09
C 1.79 0.35 -1.10
O -0.99 0.09 -0.15
N -0.61 0.42 1.14
N -0.06 -0.13 0.77
H 0.24 -0.13 0.03
H -0.26 -0.32 -0.43
H -0.33 -0.25 0.00
H 0.01 -0.16 -0.12
C -1.74 1.38 2.45
O 0.32 -0.97 0.02
N -0.21 -1.62 -1.32
N -0.51 0.43 -1.64
H 0.67 0.15 0.49
H -0.05 -0.15 0.10
H 0.61 -0.43 0.40
H 0.07 -0.22 0.04
C 2.96 1.44 2.46
O -1.69 -1.58 -0.27
N -0.53 -0.27 -1.03
N 0.44 -0.63 -1.09
H -0.56 0.96 0.12
H -0.33 0.05 0.05
H -0.74 0.31 0.23
H -0.11 -0.11 -0.08
C 0.75 0.65 -0.24
O -0.42 -0.14 -0.43
N -1.50 0.78 -1.12
N 0.53 0.04 -0.23
H 0.07 -0.54 0.22
H 0.95 -0.44 0.75
H -0.10 0.06 -0.02
H -0.46 -0.08 0.18
C -0.27 -0.17 -1.94
O 0.26 0.33 1.20
N -0.50 -0.65 0.73
N -0.35 0.24 -0.33
H 0.71 -0.13 -0.04
H 0.12 0.19 0.24
H 0.02 -0.10 0.09
H 0.32 0.13 0.25
C -1.74 1.76 0.93
O 0.28 -1.06 -0.38
N 1.60 -0.63 0.03
N 0.48 -0.21 -0.82
H 0.15 0.04 -0.24
H -0.83 0.05 -0.01
H 0.00 -0.05 0.01
H -0.03 0.15 0.24
C 0.34 1.74 0.61
O 0.33 -1.16 -0.08
N -0.31 -0.62 0.11
N -0.43 -0.06 0.04
H 0.18 0.02 0.11
H -0.08 0.02 -0.24
H 0.25 0.13 -0.20
H 0.01 -0.23 0.14
C -1.12 0.30 -1.45
O 2.05 0.28 0.79
N 0.14 -0.87 0.47
N -0.92 -0.64 0.27
H 0.05 0.64 -0.37
H 0.11 -0.03 0.06
H 0.14 0.04 0.23
H 0.51 0.14 -0.06
C -0.16 -0.08 0.29
O 0.34 0.08 -0.36
N -0.08 -0.99 -0.51
N -0.18 -0.49 -0.18
H 0.28 0.26 0.17
H -0.65 1.09 1.06
H -0.25 -0.13 0.12
H 0.26 -0.28 -0.33
C -1.01 -0.01 -0.76
O 0.90 -0.30 0.59
N -0.08 0.53 -0.02
N 0.45 0.24 -0.07
H -0.05 -0.03 -0.06
H -0.28 -0.22 -0.18
H 0.40 -0.01 0.34
H -0.12 0.12 0.09
C -0.59 -0.64 0.20
O 0.73 -0.58 0.04
N -0.62 0.40 0.69
N 0.46 0.02 -0.31
H 0.25 -0.16 -0.56
H 0.08 -0.09 0.08
H 0.05 -0.24 0.09
H -0.29 0.21 0.04

HOMO: -11.10 eV
HOMO-LUMO gap: 4.60 eV
Energy above the lowest of the compared OMol25 structures with the same formula, charge and spin: 0.519 eV
Largest force on an atom: 0.1687 hartree/bohr
Lowest unoccupied orbital energy: -0.2388 hartree
Charge: +1